Here is a structure of composition C38H44MoNO7 at a distorted geometry from the OMol25 dataset. Energies are from ωB97M-V with the def2-TZVPD basis set.

Computed properties:
Spin multiplicity: 3
Frontier orbital gap (alpha / beta) in eV: 5.325 / 5.284
Total charge: -1
HOMO level (alpha / beta) in eV: -3.35 / -3.31

Geometry (Å):
C (-0.027, -0.832, -6.174)
C (-0.274, -1.565, -4.843)
C (-0.463, 0.644, -5.967)
C (-1.291, 0.648, -4.679)
H (-1.090, 0.914, -6.818)
H (0.408, 1.309, -5.962)
C (-1.470, -0.822, -4.241)
H (0.635, -1.434, -4.230)
H (-0.474, -2.632, -4.998)
C (-1.516, -0.818, -2.731)
H (-2.417, -1.234, -4.624)
H (-2.283, 1.085, -4.852)
C (-0.725, 1.357, -3.387)
C (1.423, -0.973, -6.618)
C (-0.759, -1.468, -7.361)
O (-1.244, -0.856, -8.296)
O (2.371, -0.991, -5.849)
O (1.557, -1.109, -7.947)
O (-0.803, -2.807, -7.293)
C (-1.445, -3.393, -8.430)
H (-1.331, -4.469, -8.301)
H (-0.963, -3.054, -9.351)
H (-2.503, -3.114, -8.443)
C (2.913, -1.311, -8.353)
H (3.561, -0.530, -7.943)
H (2.895, -1.277, -9.444)
H (3.269, -2.287, -8.005)
O (-0.766, 0.285, -2.246)
H (-1.118, -1.731, -2.272)
H (-2.564, -0.739, -2.398)
C (-1.643, 2.483, -2.927)
C (0.710, 1.836, -3.527)
H (0.741, 2.629, -4.290)
H (1.379, 1.023, -3.845)
H (1.078, 2.271, -2.587)
H (-1.269, 2.924, -1.991)
H (-2.655, 2.088, -2.760)
H (-1.688, 3.271, -3.698)
Mo (-0.696, -0.708, 0.577)
C (-2.469, -0.432, 1.890)
C (-2.858, -0.526, 0.506)
C (-2.471, -1.848, 0.043)
H (-3.391, 0.236, -0.061)
C (-1.822, -2.532, 1.128)
C (-1.828, -1.662, 2.269)
H (-1.586, -1.961, 3.289)
H (-2.731, 0.375, 2.569)
H (-2.720, -2.286, -0.922)
H (-1.493, -3.569, 1.128)
C (1.425, 0.586, 1.032)
C (1.501, -0.471, 1.985)
C (1.412, -1.714, 1.288)
H (1.762, -0.353, 3.038)
C (1.373, -1.435, -0.129)
C (1.389, 0.009, -0.284)
H (1.475, 0.553, -1.224)
H (1.475, 1.650, 1.267)
H (1.530, -2.704, 1.742)
H (1.423, -2.167, -0.934)
C (4.011, 0.178, 7.278)
C (2.759, -0.407, 6.676)
C (2.596, -1.791, 6.655)
C (1.476, -2.384, 6.068)
C (0.494, -1.578, 5.501)
C (0.627, -0.183, 5.539)
N (-0.352, 0.578, 4.911)
C (-0.979, 1.715, 5.421)
C (-1.312, 1.879, 6.773)
C (-1.936, 3.059, 7.177)
C (-2.213, 4.072, 6.245)
C (-1.846, 3.910, 4.900)
C (-1.208, 2.747, 4.510)
C (-0.584, 2.521, 3.138)
O (-1.375, 2.139, 2.235)
O (0.653, 2.729, 3.093)
C (1.776, 0.420, 6.117)
C (1.942, 1.903, 6.077)
H (4.612, 0.719, 6.534)
H (3.787, 0.875, 8.096)
H (4.638, -0.623, 7.685)
H (3.377, -2.416, 7.098)
H (1.368, -3.466, 6.046)
H (-0.398, -2.010, 5.052)
H (-0.709, 0.222, 4.025)
H (-1.076, 1.077, 7.476)
H (-2.206, 3.192, 8.227)
H (-2.701, 4.995, 6.561)
H (-2.033, 4.675, 4.147)
H (1.724, 2.314, 5.078)
H (1.267, 2.396, 6.791)
H (2.962, 2.185, 6.350)

Force components x, y, z for each atom (eV/Å):
C 0.254 -0.719 -0.881
C 0.132 0.258 -0.099
C 0.025 -0.258 -0.204
C -0.337 0.133 1.254
H 0.167 0.118 0.044
H -0.244 -0.124 0.123
C 0.009 -0.168 -0.255
H -0.424 -0.086 -0.060
H 0.221 0.313 0.152
C -0.408 0.090 0.305
H 0.301 0.038 -0.086
H 0.256 -0.001 -0.110
C -0.120 -1.080 1.087
C 1.185 0.022 1.404
C -1.251 0.800 -0.663
O 0.355 -0.473 1.052
O -1.035 0.128 -0.965
O 0.390 0.107 0.374
O 0.021 0.218 -0.123
C 0.006 -0.295 -0.028
H -0.050 0.111 -0.048
H -0.127 -0.079 0.130
H 0.190 -0.053 -0.074
C 0.264 -0.063 -0.308
H -0.151 -0.155 -0.124
H 0.055 -0.004 0.175
H -0.071 0.217 -0.057
O 0.133 1.271 -2.663
H 0.052 0.196 -0.183
H 0.155 0.093 -0.043
C 0.074 0.028 0.047
C 0.053 -0.002 0.040
H 0.055 -0.174 0.198
H -0.125 0.212 0.148
H -0.156 -0.208 -0.222
H -0.174 -0.193 -0.258
H 0.225 0.171 0.002
H -0.030 -0.215 0.202
Mo 2.935 0.147 2.375
C -0.703 -0.729 0.529
C -0.238 -0.150 0.182
C -0.255 -0.546 -0.442
H 0.142 -0.287 0.234
C -0.912 0.243 0.308
C -1.509 0.025 -0.372
H 0.369 0.340 -0.506
H 0.435 -0.100 -0.372
H 0.045 0.036 0.431
H 0.164 0.404 -0.128
C 0.389 -0.342 -0.707
C -0.323 0.011 -0.823
C 0.255 0.457 -0.698
H -0.661 0.020 -0.257
C 0.212 0.385 -0.272
C 0.305 -0.458 0.665
H -0.216 -0.298 0.460
H -0.229 -0.450 0.057
H -0.317 0.468 -0.236
H 0.071 0.228 0.290
C 0.236 -0.044 0.134
C -0.271 -0.088 -0.045
C -0.034 -0.372 -0.028
C 0.160 0.308 -0.064
C 0.320 -0.016 0.323
C 0.277 -0.179 0.148
N -0.312 -0.574 -0.072
C 0.104 0.506 0.496
C -0.062 -0.124 -0.450
C 0.017 0.296 -0.198
C 0.038 -0.171 -0.043
C -0.140 -0.180 0.464
C 0.218 -0.151 -0.128
C -0.180 0.438 -0.644
O 0.657 0.411 0.391
O -0.566 0.025 -0.168
C -0.423 -0.500 -0.177
C 0.162 0.530 0.018
H -0.172 -0.086 0.149
H 0.033 -0.099 -0.183
H -0.093 0.123 -0.048
H -0.248 0.125 -0.137
H 0.052 0.154 0.031
H 0.218 0.095 0.117
H 0.240 0.249 0.267
H -0.122 0.218 -0.092
H 0.068 0.001 -0.290
H 0.101 -0.254 -0.003
H 0.031 -0.022 0.271
H -0.113 -0.162 0.220
H 0.115 -0.035 -0.177
H -0.147 -0.007 -0.082

=====

Here is a cluster of 2 separate species, C38H44N3O5P in total at a distorted geometry from the OMol25 dataset. Energies are from ωB97M-V with the def2-TZVPD basis set.

Computed properties:
Frontier orbital gap in eV: 6.331
HOMO level in eV: -6.73
SMILES string: CN(C)c1ccc(P(c2ccc(N(C)C)cc2)c2ccc(N(C)C)cc2)cc1.COc1ccc(C=C2C(=O)OC(C)(C)OC2=O)cc1

Geometry (Å):
C (-1.505, -3.305, 5.167)
N (-0.280, -3.040, 4.447)
C (0.934, -3.459, 5.113)
C (-0.265, -2.214, 3.344)
C (0.600, -2.484, 2.254)
C (0.567, -1.666, 1.137)
C (-0.120, -0.428, 1.178)
P (0.142, 0.794, -0.179)
C (-0.963, 2.170, 0.359)
C (-0.473, 3.226, 1.152)
C (-1.348, 4.102, 1.782)
C (-2.713, 4.085, 1.430)
N (-3.603, 4.954, 2.025)
C (-4.497, 5.746, 1.213)
C (-3.438, 5.407, 3.390)
C (-3.185, 3.155, 0.468)
C (-2.334, 2.168, -0.003)
C (1.809, 1.458, 0.239)
C (2.515, 2.245, -0.706)
C (3.683, 2.893, -0.340)
C (4.159, 2.801, 0.994)
N (5.257, 3.539, 1.382)
C (5.427, 4.021, 2.737)
C (6.458, 3.543, 0.579)
C (3.496, 1.964, 1.917)
C (2.396, 1.229, 1.499)
C (-0.989, -0.173, 2.259)
C (-1.104, -1.078, 3.305)
H (-2.368, -3.072, 4.537)
H (-1.549, -4.366, 5.442)
H (-1.569, -2.706, 6.086)
H (1.822, -3.119, 4.574)
H (0.976, -3.045, 6.134)
H (0.963, -4.552, 5.194)
H (1.242, -3.367, 2.310)
H (1.073, -1.969, 0.220)
H (0.598, 3.348, 1.294)
H (-1.001, 4.829, 2.521)
H (-4.523, 5.358, 0.192)
H (-5.509, 5.720, 1.631)
H (-4.168, 6.797, 1.176)
H (-2.899, 4.664, 3.986)
H (-2.891, 6.360, 3.438)
H (-4.428, 5.556, 3.837)
H (-4.241, 3.189, 0.192)
H (-2.726, 1.388, -0.654)
H (2.144, 2.329, -1.727)
H (4.220, 3.543, -1.036)
H (4.461, 4.176, 3.227)
H (6.022, 3.324, 3.344)
H (5.956, 4.982, 2.705)
H (6.256, 3.131, -0.411)
H (6.833, 4.566, 0.474)
H (7.248, 2.936, 1.052)
H (3.882, 1.889, 2.937)
H (1.978, 0.476, 2.166)
H (-1.582, 0.737, 2.284)
H (-1.772, -0.886, 4.147)
C (-6.243, -4.232, -3.855)
O (-5.803, -2.948, -3.345)
C (-4.530, -2.516, -3.558)
C (-4.189, -1.236, -3.022)
C (-2.915, -0.753, -3.148)
C (-1.880, -1.543, -3.714)
C (-0.513, -1.093, -3.686)
C (0.580, -1.906, -3.573)
C (1.902, -1.232, -3.502)
O (2.030, -0.030, -3.515)
O (2.996, -2.028, -3.276)
C (2.789, -3.446, -3.406)
C (2.555, -3.842, -4.848)
C (4.021, -4.152, -2.836)
O (1.673, -3.846, -2.584)
C (0.523, -3.123, -2.721)
O (-0.437, -3.409, -2.034)
C (-2.245, -2.785, -4.297)
C (-3.541, -3.242, -4.270)
H (-7.293, -4.307, -3.568)
H (-6.164, -4.283, -4.947)
H (-5.687, -5.057, -3.402)
H (-4.959, -0.666, -2.506)
H (-2.645, 0.241, -2.771)
H (-0.296, -0.038, -3.783)
H (1.676, -3.341, -5.260)
H (3.428, -3.569, -5.448)
H (2.404, -4.924, -4.909)
H (4.168, -3.872, -1.788)
H (3.900, -5.240, -2.889)
H (4.922, -3.877, -3.395)
H (-1.475, -3.384, -4.797)
H (-3.821, -4.189, -4.758)

Force components x, y, z for each atom (eV/Å):
C 0.188 0.242 -0.060
N -0.055 -0.722 0.356
C -0.138 -0.067 -0.088
C 0.201 0.815 -0.430
C -0.569 0.024 0.409
C -0.057 0.772 0.127
C -0.511 -0.110 0.196
P -0.052 -0.358 -0.505
C 0.113 0.464 -0.051
C -0.382 -0.577 0.104
C -0.539 0.047 -0.417
C 0.530 -0.499 -0.230
N -0.733 0.166 0.413
C -0.002 -0.026 0.077
C 0.208 0.038 -0.331
C 0.277 0.232 0.542
C 0.713 0.236 0.143
C 0.399 -0.291 0.048
C -0.304 -0.398 0.559
C 0.152 -0.021 0.605
C -0.705 -0.345 -0.105
N 0.390 0.728 0.067
C -0.015 -0.346 -0.167
C -0.025 0.057 0.041
C 0.371 0.177 -0.584
C -0.378 0.484 -0.210
C 0.427 -0.348 -0.397
C 0.419 -0.427 -0.068
H 0.155 -0.090 0.105
H -0.012 0.127 0.008
H -0.125 -0.052 0.071
H -0.227 -0.047 0.039
H 0.025 -0.037 -0.123
H 0.141 0.025 0.053
H -0.353 0.194 -0.239
H 0.184 0.198 0.289
H -0.184 -0.239 0.213
H 0.007 -0.155 -0.408
H -0.022 0.120 0.190
H -0.031 0.067 -0.104
H -0.062 -0.089 -0.047
H -0.111 0.099 -0.174
H -0.005 0.033 0.155
H 0.141 0.011 -0.042
H 0.361 -0.169 0.065
H 0.128 0.095 0.123
H -0.032 0.039 0.247
H -0.262 -0.295 0.142
H 0.150 -0.050 -0.174
H -0.001 0.075 0.127
H -0.057 -0.130 0.039
H 0.080 0.081 0.188
H 0.086 -0.061 -0.092
H -0.057 0.053 -0.090
H -0.093 -0.181 -0.374
H -0.163 0.363 -0.022
H 0.156 -0.062 -0.021
H 0.186 0.012 -0.307
C 0.278 0.607 0.164
O 0.119 -0.279 -0.342
C 0.688 0.311 -0.027
C -0.928 -1.013 -0.241
C 1.171 0.022 -0.222
C -1.132 -0.518 -0.172
C 0.652 -0.685 -0.353
C -0.061 0.445 1.074
C 0.242 1.045 0.264
O 0.314 -0.803 -0.294
O -0.530 -0.276 -0.237
C 0.240 -0.226 0.319
C -0.057 -0.036 -0.341
C -0.115 0.231 0.157
O 0.084 0.479 -0.368
C -1.236 -0.588 0.717
O 1.127 -0.141 -0.763
C 0.783 0.713 0.189
C -1.294 -0.297 0.359
H 0.198 0.066 -0.037
H 0.050 0.092 0.159
H 0.062 0.153 -0.018
H 0.136 -0.145 -0.177
H -0.197 -0.425 -0.043
H -0.054 0.183 -0.099
H 0.115 -0.080 -0.005
H -0.127 -0.033 0.092
H 0.032 0.182 0.028
H -0.097 0.009 -0.171
H -0.116 0.273 -0.041
H -0.270 0.039 0.026
H -0.302 0.268 0.199
H 0.299 0.542 0.325